Density functional theory data (the ωB97M-V functional and the def2-TZVPD basis) for a molecular structure, C2H6O3.

energy relative to the best compared isomer or geometry (same formula, charge and spin)	108.3	kcal/mol
net charge	0
HOMO-LUMO gap	9.944	eV
maximum force	12.6	eV/A
HOMO energy	-0.3426	Ha

Last column: Mulliken charge in e.
CARTESIAN COORDINATES (ANGSTROEM)
C: 0.1068 0.0306 0.4050  0.471
C: -0.7994 -1.1158 0.7323  -0.891
H: -0.0248 -0.0614 -2.5073  0.231
H: -0.2491 0.4784 -1.0349  0.279
H: 0.1276 1.8534 0.5609  0.360
H: -0.3541 -2.0945 0.5293  0.305
H: -0.9866 -0.9332 1.8071  0.312
H: -1.7439 -1.0423 0.1310  0.260
O: 0.2009 -0.1336 -1.5370  -0.450
O: 1.1711 0.0137 -0.0868  -0.406
O: -0.4487 1.1587 0.8351  -0.470


Density functional theory data (the ωB97M-V functional and the def2-TZVPD basis) for 9 unconnected molecules or ions with the total composition C55H128N8O10.

energy relative to the best compared isomer or geometry (same formula, charge and spin)	0.0	kcal/mol
net charge	+6
HOMO-LUMO gap	7.248	eV
maximum force	3.9	eV/A
HOMO energy	-0.6973	Ha

Last column: Mulliken charge in e.
CARTESIAN COORDINATES (ANGSTROEM)
C: 0.1261 0.8073 -0.5857  -0.249
C: -0.2672 1.1288 0.7189  0.285
C: 0.4510 0.4743 1.8619  0.885
O: 0.2230 0.7485 3.0778  -0.994
C: 1.4852 -0.4159 1.6780  0.448
C: 2.0383 -0.7155 0.4039  0.154
C: 1.3110 0.0050 -0.7926  -0.491
O: 1.7311 -0.3081 -1.9481  -0.421
O: 2.7861 -1.7065 0.2135  -0.648
O: -1.1494 2.0299 0.9042  -1.238
H: -0.3977 1.2765 -1.4050  0.046
H: 1.9824 -0.8535 2.5288  0.130
C: -2.6835 3.8886 -1.9595  -0.694
C: -2.1480 5.0046 -1.0408  0.267
C: -2.9286 5.4779 0.1769  -0.694
O: -2.2418 6.6268 0.6132  -0.394
C: -3.0076 7.5308 1.4115  -0.750
N: -0.7275 4.6307 -0.5517  0.249
H: -0.9324 3.7608 -0.0257  -0.295
H: -0.0699 4.3723 -1.2806  0.345
H: -0.3584 5.3029 0.1225  0.588
H: -2.0930 2.9785 -1.9108  -0.246
H: -2.8656 4.2874 -2.9535  0.419
H: -3.6668 3.6565 -1.5407  0.365
H: -1.9828 5.9002 -1.6373  0.522
H: -3.0017 4.8216 1.0522  0.181
H: -3.9320 5.7764 -0.1474  0.624
H: -2.4067 8.4102 1.6185  0.273
H: -3.2414 7.0873 2.3842  0.323
H: -3.9569 7.8041 0.9495  0.305
C: 3.9600 -4.0299 -4.6991  -1.459
C: 3.9348 -3.0963 -3.5276  0.585
C: 4.8861 -1.9124 -3.6386  -0.921
O: 4.8656 -0.9671 -2.5959  -0.031
C: 5.5869 -1.3776 -1.4325  -0.783
N: 2.4972 -2.5837 -3.3864  0.538
H: 1.8012 -3.3193 -3.2558  0.509
H: 2.3064 -1.8449 -2.6650  -0.495
H: 2.2863 -2.1654 -4.2961  0.449
H: 3.3684 -4.9229 -4.4885  0.443
H: 4.9417 -4.4425 -4.9376  0.413
H: 3.6225 -3.5490 -5.6212  0.383
H: 4.0635 -3.6517 -2.5964  -0.089
H: 4.6729 -1.3931 -4.5757  0.349
H: 5.8972 -2.3217 -3.7148  0.441
H: 6.6420 -1.3321 -1.7214  0.595
H: 5.3847 -2.4240 -1.1899  0.178
H: 5.3553 -0.7181 -0.6032  0.076
C: 5.0756 3.4087 -3.4577  -1.436
C: 4.4502 2.3023 -2.5962  0.276
C: 4.0657 2.7624 -1.2203  -0.168
O: 3.1660 3.8609 -1.2793  -0.408
C: 2.7980 4.2361 0.0442  -0.809
N: 3.1943 1.8495 -3.3200  0.305
H: 3.3449 1.5687 -4.2881  0.518
H: 2.7810 1.0073 -2.8663  -0.580
H: 2.4735 2.5673 -3.2486  0.476
H: 5.5668 3.0301 -4.3518  0.459
H: 5.7227 3.9560 -2.7716  0.403
H: 4.3924 4.1828 -3.8164  0.376
H: 5.1620 1.4893 -2.4824  0.007
H: 4.9896 3.0692 -0.7199  0.595
H: 3.6358 1.9036 -0.6865  -0.086
H: 3.5978 4.8086 0.5210  0.395
H: 2.4800 3.3837 0.6505  0.263
H: 1.9570 4.9190 -0.0913  0.264
C: 4.8240 4.3012 3.8225  -0.926
N: 4.0887 3.2179 4.5738  0.403
C: 3.0377 2.4459 3.8205  -1.136
C: 5.1854 2.2521 5.0182  -0.953
C: 3.5723 3.7307 5.8937  -0.549
C: 2.6458 4.9593 5.7569  -0.673
O: 1.4756 4.6650 5.0065  -0.433
H: 5.3762 4.9299 4.5155  0.340
H: 4.0820 4.9201 3.3212  0.419
H: 5.4678 3.8549 3.0700  0.371
H: 3.5597 1.9919 2.9834  0.511
H: 2.1043 2.9633 3.6107  0.279
H: 2.6838 1.7492 4.5828  0.218
H: 5.8251 2.8548 5.6530  0.526
H: 5.6864 1.8594 4.1351  0.388
H: 4.7720 1.3954 5.5450  0.314
H: 4.3650 4.1930 6.4833  0.375
H: 3.0486 3.0162 6.5264  0.378
H: 3.2279 5.7258 5.2409  0.388
H: 2.3600 5.2760 6.7609  0.400
H: 1.1478 5.4881 4.6296  0.298
C: 0.8001 -1.7328 7.0583  -0.779
N: -0.0144 -2.3350 5.9338  0.193
C: -1.2701 -1.4715 5.9383  -1.244
C: 0.6291 -2.2260 4.5790  -0.594
C: -0.4584 -3.7232 6.3662  -0.241
C: 0.6841 -4.6645 6.8091  -0.868
O: 1.9193 -4.5008 6.0793  -0.432
H: 1.5771 -2.4460 7.3303  0.341
H: 0.2109 -1.5524 7.9522  0.387
H: 1.2491 -0.8328 6.6459  0.286
H: -0.9884 -0.4229 5.9102  0.365
H: -1.7828 -1.6746 6.8743  0.514
H: -1.8897 -1.7835 5.1008  0.579
H: 0.7650 -1.1591 4.4023  0.013
H: -0.0504 -2.6787 3.8650  0.028
H: 1.5969 -2.6980 4.7343  0.400
H: -0.9099 -4.1841 5.4889  0.371
H: -1.1842 -3.6295 7.1680  0.408
H: 0.3865 -5.6779 6.5360  0.520
H: 0.9457 -4.6553 7.8670  0.372
H: 2.1422 -5.3566 5.7096  0.270
C: 6.0990 -4.9261 1.7078  -0.726
N: 4.6713 -4.6847 2.1900  0.159
C: 4.3239 -5.5650 3.3399  -0.650
C: 4.5859 -3.2835 2.7051  -0.563
C: 3.7957 -4.8815 0.9560  0.007
C: 2.2910 -4.9538 1.1969  -1.168
O: 1.6002 -3.7671 1.5717  -0.078
H: 6.1150 -5.9449 1.3290  0.402
H: 6.7960 -4.8677 2.5396  0.364
H: 6.2374 -4.1587 0.9542  0.297
H: 4.2999 -6.5936 2.9646  0.390
H: 3.2662 -5.4754 3.5890  0.041
H: 4.9779 -5.4870 4.2004  0.435
H: 5.1451 -3.1428 3.6271  0.480
H: 3.5333 -3.1355 2.9453  0.064
H: 4.8493 -2.5495 1.9490  0.208
H: 4.0684 -5.8364 0.5081  0.427
H: 4.1007 -4.0461 0.3308  -0.137
H: 1.9203 -5.7569 1.8314  0.625
H: 1.9327 -5.2451 0.1973  0.318
H: 1.9398 -2.9986 1.0390  -0.008
C: -1.9097 3.0834 -8.9090  -1.409
C: -2.1338 1.6823 -8.4041  -0.449
C: -2.4690 1.5049 -6.9154  -0.110
C: -2.4253 0.0439 -6.5077  -1.200
N: -2.8495 -0.2270 -5.0753  0.551
C: -2.8125 -1.7472 -4.8403  -0.856
C: -1.3488 -2.1611 -4.6089  -1.028
C: -0.7500 -0.9075 -3.9841  1.665
C: -1.7485 0.2431 -4.0955  -0.660
C: -4.2046 0.3209 -4.6659  -0.841
C: -5.3532 -0.1644 -5.5481  -0.316
C: -6.6984 0.3161 -5.0467  -1.360
H: -1.4321 3.1328 -9.8853  0.396
H: -1.2075 3.6375 -8.2736  0.341
H: -2.8154 3.6905 -8.9135  0.354
H: -1.2188 1.1086 -8.5902  0.350
H: -2.9194 1.1864 -8.9810  0.346
H: -3.4420 1.9148 -6.6325  0.326
H: -1.7282 2.1022 -6.3679  0.142
H: -1.4528 -0.3922 -6.7321  0.572
H: -3.1877 -0.4639 -7.1009  0.426
H: -3.3220 -1.7967 -3.8764  0.369
H: -3.3804 -2.2404 -5.6220  0.582
H: -1.4528 -2.9821 -3.9010  0.566
H: -0.9504 -2.4706 -5.5718  0.454
H: -0.5017 -0.9830 -2.9258  -1.039
H: 0.1905 -0.6920 -4.4951  0.127
H: -2.1751 0.5075 -3.1308  -0.238
H: -1.3083 1.1338 -4.5393  0.149
H: -4.2004 1.4094 -4.6372  0.621
H: -4.2420 -0.0253 -3.6299  0.440
H: -5.3174 -1.2128 -5.8411  0.425
H: -5.2138 0.3853 -6.4865  0.259
H: -6.6834 1.4046 -4.8992  0.391
H: -7.0034 -0.0811 -4.0783  0.184
H: -7.4907 0.2703 -5.7924  0.432
C: -1.8273 -2.8951 -0.4989  -1.475
C: -1.9892 -2.6628 1.0131  -0.082
C: -2.9974 -1.6235 1.4127  1.193
C: -4.4215 -1.7996 0.9199  -1.230
N: -5.4673 -0.8237 1.3964  0.609
C: -4.9630 0.5372 0.8743  -0.695
C: -4.2965 1.2457 2.0824  0.379
C: -5.3004 0.9048 3.1899  -0.859
C: -5.6057 -0.5435 2.8817  -0.370
C: -6.8076 -1.2392 0.7566  -0.957
C: -6.8202 -1.4226 -0.7477  0.054
C: -8.2616 -1.3294 -1.2403  -1.513
H: -0.8967 -3.3288 -0.8675  0.483
H: -1.8653 -1.8911 -0.9559  0.133
H: -2.6057 -3.4332 -1.0471  0.453
H: -0.9925 -2.3847 1.3635  -0.394
H: -2.1724 -3.6402 1.4696  0.624
H: -2.6063 -0.6178 1.2322  -0.488
H: -3.0266 -1.7418 2.5034  -0.258
H: -4.7310 -2.7838 1.2846  0.336
H: -4.4801 -1.7699 -0.1635  0.470
H: -5.8463 1.1270 0.6345  0.537
H: -4.2768 0.4275 0.0400  -0.002
H: -4.2448 2.3141 1.8854  0.376
H: -3.3097 0.8907 2.3767  -0.348
H: -6.1351 1.5813 2.9948  0.340
H: -4.9429 1.0522 4.2044  0.401
H: -6.5376 -0.9654 3.2516  0.498
H: -4.7942 -1.1376 3.3082  0.091
H: -7.4550 -0.4287 1.0966  0.559
H: -7.1000 -2.1178 1.3316  0.538
H: -6.4110 -2.3867 -1.0561  0.353
H: -6.1978 -0.6845 -1.2657  0.067
H: -8.7285 -0.4042 -0.9116  0.411
H: -8.8550 -2.1853 -0.9083  0.392
H: -8.3163 -1.4975 -2.3169  0.377


Density functional theory data (the ωB97M-V functional and the def2-TZVPD basis) for 6 unconnected molecules or ions with the total composition C7H23NO5.

SMILES	C/C=C/C/C(C)=C/N.O.O.O.O.O
energy relative to the best compared isomer or geometry (same formula, charge and spin)	46.7	kcal/mol
net charge	0
HOMO-LUMO gap	8.716	eV
maximum force	2.8	eV/A
HOMO energy	-0.3072	Ha

Last column: Mulliken charge in e.
CARTESIAN COORDINATES (ANGSTROEM)
C: 3.1999 0.1443 0.9836  -1.365
C: 2.3407 -0.6093 0.0338  -0.294
C: 1.3869 -0.1047 -0.7372  -0.444
C: 0.3222 -0.7406 -1.5673  -0.571
C: -1.0754 -0.2160 -1.3646  0.605
C: -2.1746 -1.2554 -1.4326  -1.700
C: -1.3275 1.0889 -1.2849  -0.078
N: -2.6151 1.5836 -0.9804  -0.508
H: 4.1549 0.3915 0.5028  0.361
H: 3.4723 -0.4003 1.8865  0.392
H: 2.7963 1.0993 1.3302  0.327
H: 2.5857 -1.6605 0.0075  0.371
H: 1.1231 0.9402 -0.6451  0.326
H: 0.4009 -1.8251 -1.7283  0.539
H: 0.6852 -0.6206 -2.6120  0.417
H: -2.2377 -1.5035 -0.3540  0.286
H: -1.8315 -2.1209 -1.9765  0.366
H: -3.2216 -1.0572 -1.6297  0.403
H: -0.6271 1.9096 -1.2643  0.237
H: -3.3956 1.0360 -1.3075  0.150
H: -2.8318 2.5369 -1.2246  0.228
O: -2.2456 0.7872 2.1218  -0.730
H: -1.9217 -0.0442 1.7270  0.247
H: -2.4008 1.2081 1.2539  0.436
O: 1.5964 1.8477 -2.8998  -0.597
H: 2.5106 1.6204 -2.7020  0.306
H: 1.5218 2.7061 -2.5009  0.300
O: 0.0220 -0.7811 1.8951  -0.615
H: 0.2084 -0.2627 1.0979  0.372
H: 0.8509 -0.5247 2.3197  0.243
O: -0.3439 2.4620 3.6060  -0.645
H: -1.0992 1.9957 3.2589  0.371
H: 0.1579 1.7304 3.9797  0.279
O: 0.2529 -4.1066 0.6419  -0.641
H: -0.4610 -3.7037 0.1336  0.304
H: 0.2214 -3.5508 1.4317  0.321


Density functional theory data (the ωB97M-V functional and the def2-TZVPD basis) for a single C19H15ClN2O4 molecule.

SMILES	COc1ccc(NC(=O)c2ccccc2Cl)c(NC(=O)c2ccco2)c1
energy relative to the best compared isomer or geometry (same formula, charge and spin)	53.2	kcal/mol
net charge	0
HOMO-LUMO gap	7.998	eV
maximum force	1.3	eV/A
HOMO energy	-0.2855	Ha

Last column: Mulliken charge in e.
CARTESIAN COORDINATES (ANGSTROEM)
C: 4.8560 3.4617 1.3274  -0.823
O: 3.6733 3.9979 0.7894  -0.456
C: 2.6185 3.1663 0.5670  0.511
C: 1.4682 3.7525 0.0355  -1.084
C: 0.3587 2.9855 -0.2208  -0.270
C: 0.3322 1.6114 0.0378  -0.057
N: -0.8058 0.8608 -0.2377  -0.029
C: -2.0785 1.3035 -0.3942  0.393
O: -2.4677 2.4401 -0.2193  -0.648
C: -3.0188 0.1897 -0.7561  0.055
C: -4.1529 -0.0002 0.0254  -0.516
C: -5.0526 -1.0090 -0.2641  -0.661
C: -4.8349 -1.8324 -1.3565  -0.391
C: -3.7278 -1.6397 -2.1635  -0.623
C: -2.8245 -0.6328 -1.8625  0.746
Cl: -1.4788 -0.3847 -2.9183  -0.203
C: 1.4848 1.0166 0.5690  0.086
N: 1.6397 -0.3374 0.9386  -0.070
C: 1.0448 -1.5036 0.5878  0.237
O: 0.1019 -1.6434 -0.1814  -0.819
C: 1.6515 -2.6710 1.2380  0.453
C: 1.3066 -3.9949 1.1360  -0.467
C: 2.2077 -4.7011 1.9602  -0.463
C: 3.0340 -3.7634 2.5028  -0.434
O: 2.7112 -2.5345 2.0762  -0.380
C: 2.6087 1.8069 0.8297  -0.016
H: 5.2900 2.7009 0.6698  0.321
H: 5.5475 4.2986 1.4107  0.237
H: 4.6891 3.0331 2.3214  0.326
H: 1.4714 4.8108 -0.1660  0.453
H: -0.5310 3.4435 -0.6184  0.476
H: -0.6451 -0.1492 -0.3397  0.314
H: -4.3124 0.6592 0.8652  0.432
H: -5.9235 -1.1505 0.3575  0.387
H: -5.5334 -2.6218 -1.5900  0.377
H: -3.5604 -2.2636 -3.0275  0.425
H: 2.4470 -0.4677 1.5372  0.293
H: 0.5086 -4.3899 0.5427  0.558
H: 2.2378 -5.7578 2.1265  0.452
H: 3.8601 -3.8435 3.1819  0.459
H: 3.4817 1.3240 1.2442  0.421


Density functional theory data (the ωB97M-V functional and the def2-TZVPD basis) for a molecular structure, C30H22F2N2NiPS.

energy relative to the best compared isomer or geometry (same formula, charge and spin)	13.3	kcal/mol
net charge	0
HOMO-LUMO gap (alpha / beta)	7.023 / 7.268	eV
maximum force	0.6	eV/A
spin multiplicity	2
HOMO energy (alpha / beta)	-0.2579 / -0.2738	Ha
⟨S²⟩	0.7675

Last column: Mulliken charge in e.
CARTESIAN COORDINATES (ANGSTROEM)
Ni: 0.8631 -1.3150 -0.0054  -0.323
N: -0.9480 -2.3805 -0.3993  -0.249
C: -2.2352 -1.8089 -0.1237  -0.088
C: -3.3459 -2.5866 0.1651  -0.470
C: -4.5650 -1.9744 0.4177  -0.664
C: -4.6748 -0.5918 0.3691  -0.688
C: -3.5606 0.1846 0.0870  -0.972
C: -2.3296 -0.4185 -0.1502  0.238
P: -0.7569 0.4524 -0.3834  1.803
C: -1.1694 2.2093 -0.1926  -0.102
C: -1.3296 2.7161 1.0971  -0.003
C: -1.6391 4.0526 1.2894  -0.736
C: -1.7711 4.8976 0.1942  -0.470
C: -1.5950 4.4033 -1.0897  -0.790
C: -1.2955 3.0617 -1.2856  -0.298
C: -0.3199 0.1771 -2.1104  0.294
C: -1.1879 0.1223 -3.2892  -1.024
C: -0.6786 0.2431 -4.5214  -0.664
C: 0.7118 0.6207 -4.7332  -0.506
C: 1.5373 0.8913 -3.7153  -1.273
C: 1.1676 0.6556 -2.3070  0.118
H: -0.8091 -3.2534 0.0998  0.412
H: -0.8040 -2.5830 -1.3915  0.344
H: -3.2555 -3.6660 0.1901  0.476
H: -5.4315 -2.5802 0.6480  0.390
H: -5.6281 -0.1169 0.5597  0.432
H: -3.6413 1.2643 0.0678  0.431
H: -1.2092 2.0583 1.9512  0.463
H: -1.7674 4.4384 2.2923  0.401
H: -2.0048 5.9438 0.3436  0.386
H: -1.6916 5.0623 -1.9428  0.420
H: -1.1592 2.6786 -2.2903  0.349
H: -2.2515 -0.0234 -3.1353  0.441
H: -1.3264 0.1527 -5.3841  0.413
H: 1.0502 0.7788 -5.7492  0.398
H: 2.5163 1.3141 -3.9084  0.446
H: 1.5814 1.3490 -1.5792  0.779
F: -1.0316 -2.9352 4.7834  -0.358
C: -0.0181 -2.4198 4.0557  0.328
C: -0.1534 -2.3235 2.6844  0.216
C: 0.8806 -1.8034 1.9111  0.187
C: 2.0511 -1.3707 2.5680  -0.859
C: 2.1286 -1.4768 3.9519  0.264
F: 3.2289 -1.0546 4.6223  -0.348
C: 1.1135 -2.0018 4.7248  -0.894
C: 3.1194 -0.8465 1.6947  1.203
C: 4.4166 -0.5265 2.0978  -0.946
C: 5.3446 -0.1230 1.1575  -0.370
C: 4.9769 -0.0560 -0.1765  -1.008
C: 3.6762 -0.3780 -0.5073  -0.148
N: 2.7645 -0.7384 0.3963  -0.043
H: -1.0963 -2.6480 2.2552  0.385
H: 1.2059 -2.0739 5.7981  0.496
H: 4.6931 -0.6128 3.1345  0.526
H: 6.3541 0.1182 1.4649  0.427
H: 5.6758 0.2280 -0.9501  0.425
H: 3.3502 -0.3733 -1.5369  0.471
S: 1.3983 -2.2786 -2.3220  -0.065
C: 0.8752 -0.7346 -1.8929  0.000